a:
Density functional theory data (the ωB97M-V functional and the def2-TZVPD basis) for the molecule C3H5NS3.

* SMILES string: S=C1[C@@H](S)CN1S
* charge: 0
* E_HOMO: -8.69 eV
* HOMO-LUMO gap: 9.05 eV

Cartesian coordinates (Å):
C1 0.62072 -0.65898 0.73073
C2 0.99874 0.30376 -0.42466
C3 -0.70951 0.09315 0.80174
H1 -0.42677 -2.43126 -0.41954
H2 1.22826 -0.49712 1.63056
H3 1.86035 0.95591 -0.26570
H4 1.06215 -0.17531 -1.38907
H5 -1.81254 1.65565 -1.72024
N1 -0.29247 0.95768 -0.15368
S1 0.59376 -2.44382 0.44212
S2 -1.02220 2.31697 -0.85031
S3 -2.10048 -0.07664 1.61806

***

b:
Density functional theory data (the ωB97M-V functional and the def2-TZVPD basis) for the molecule C3H5NS3.

* SMILES string: SC[C@@H]1SC=NS1
* charge: 0
* E_HOMO: -8.03 eV
* HOMO-LUMO gap: 8.62 eV

Cartesian coordinates (Å):
C1 -0.07772 0.68743 -1.30223
C2 0.77281 0.33439 -0.09561
C3 0.57154 -1.99837 0.82387
H1 -2.42213 1.12580 -0.57479
H2 -0.43436 -0.23195 -1.85581
H3 0.57028 1.02863 -2.10973
H4 1.51747 1.14412 0.23138
H5 0.74143 -3.11966 0.92618
N1 -0.43817 -1.41870 1.39590
S1 -1.30826 2.00733 -1.04217
S2 1.62205 -1.15540 -0.30249
S3 -0.59537 0.13827 1.16061

***

c:
Density functional theory data (the ωB97M-V functional and the def2-TZVPD basis) for the molecule C3H5NS3.

* SMILES string: C1=NSCSCS1
* charge: 0
* E_HOMO: -8.51 eV
* HOMO-LUMO gap: 8.42 eV

Cartesian coordinates (Å):
C1 -0.98702 0.91237 -0.67489
C2 1.78198 0.30509 0.01577
C3 -1.20128 -1.37897 0.77406
H1 -0.38888 0.73853 -1.63734
H2 -1.45563 1.84077 -0.70058
H3 2.36013 0.12734 0.91108
H4 2.27655 1.14403 -0.83884
H5 -1.72081 -1.45335 1.81647
N1 0.05900 -1.79029 0.69130
S1 0.21645 1.30608 0.52638
S2 1.28179 -1.30867 -0.54891
S3 -2.22227 -0.44292 -0.33449

***

d:
Density functional theory data (the ωB97M-V functional and the def2-TZVPD basis) for the molecule C3H5NS3.

* SMILES string: S=C/C(CS)=N/S
* charge: 0
* E_HOMO: -8.68 eV
* HOMO-LUMO gap: 7.45 eV

Cartesian coordinates (Å):
C1 0.95243 -0.33147 0.66846
C2 -0.44644 -0.03355 0.17564
C3 -1.42801 -1.06110 0.16594
H1 2.18127 -0.55217 -1.48898
H2 1.52592 0.55810 0.98395
H3 0.94721 -0.99395 1.50743
H4 -1.03397 -2.10478 0.24570
H5 -0.86780 3.27458 -0.76912
N1 -0.84312 1.06287 -0.36806
S1 1.86935 -1.43204 -0.53802
S2 -2.95727 -0.82920 -0.35197
S3 0.10042 2.44272 -0.23098

***

a is favored, and the nearest alternative lies 0.0180 hartree above it.

***

a:
Density functional theory data (the ωB97M-V functional and the def2-TZVPD basis) for the molecule C4H6NP.

* SMILES string: CC(C)=NC#P
* charge: 0
* E_HOMO: -7.40 eV
* HOMO-LUMO gap: 6.74 eV

Cartesian coordinates (Å):
C1 0.68453 -2.24865 0.71518
C2 -0.08791 0.07282 -0.04094
C3 0.06272 0.46120 -1.49858
C4 -0.53635 1.06179 0.98369
N1 0.34785 -1.07838 0.40317
P1 1.36986 -3.70846 1.16102
H1 -0.31577 -0.38991 -2.18854
H2 1.06937 0.58328 -1.73274
H3 -0.32440 1.36449 -1.59164
H4 -0.58140 2.10207 0.69471
H5 -0.00218 0.85012 1.97131
H6 -1.68634 0.92961 1.12335

***

b:
Density functional theory data (the ωB97M-V functional and the def2-TZVPD basis) for the molecule C4H6NP.

* SMILES string: C/P=C/N1C=C1
* charge: 0
* E_HOMO: -7.41 eV
* HOMO-LUMO gap: 8.10 eV

Cartesian coordinates (Å):
C1 1.18697 -2.25378 0.13184
C2 0.89955 -2.22339 1.38573
C3 0.17840 0.00856 0.15133
C4 -1.12367 2.21644 -0.72452
N1 1.09069 -0.89971 0.65906
P1 -0.34415 1.49296 0.80811
H1 1.34943 -2.73961 -0.79765
H2 0.63474 -2.56729 2.35031
H3 -0.02779 -0.15132 -0.90874
H4 -2.04578 1.69114 -0.96689
H5 -0.43647 2.16722 -1.56739
H6 -1.36192 3.25880 -0.52120

***

a is favored, and the nearest alternative lies 0.0702 hartree above it.

***

a:
Density functional theory data (the ωB97M-V functional and the def2-TZVPD basis) for the molecule C20H22N4O3.

* SMILES string: O=C1CNC(=O)CNC(=O)[C@@H]([C@@H](Nc2ccccc2)c2ccccc2)CN1
* charge: 0
* E_HOMO: -7.98 eV
* HOMO-LUMO gap: 8.65 eV

Cartesian coordinates (Å):
O1 -1.80303 -1.15272 -3.94281
O2 0.30538 -2.97023 0.48984
O3 -0.99600 1.35997 -1.44489
C1 -1.24398 -1.62971 -3.04526
C2 -0.73139 -2.69035 -0.05328
C3 -0.10797 0.56132 -1.23115
C4 -0.71505 2.88117 5.59082
C5 4.45976 3.00989 -0.94243
C6 -0.16516 1.60421 5.77078
C7 -0.60662 3.53536 4.36789
C8 3.27231 3.63250 -1.11718
C9 4.59898 1.83709 -0.20335
C10 0.30532 0.95863 4.63586
C11 0.06310 2.92559 3.36960
C12 2.14137 3.05021 -0.56346
C13 3.48904 1.23000 0.35180
C14 0.52767 1.60884 3.47057
C15 2.24352 1.78956 0.17251
N1 0.44139 0.07801 -2.42297
N2 -1.93967 -2.64380 -2.31712
N3 -1.38966 -1.54118 0.27150
N4 1.16960 0.94502 2.39116
C16 0.20051 -1.32159 -2.76106
C17 -1.37943 -3.49879 -1.25670
C18 -0.72473 -0.49464 0.95389
C19 0.99302 1.33410 0.96322
C20 0.40174 0.06712 0.15851
H1 -1.08837 3.46469 6.45283
H2 5.41648 3.41713 -1.44256
H3 -0.06363 1.13041 6.76936
H4 -1.04988 4.57407 4.33263
H5 3.18172 4.58138 -1.62589
H6 5.57421 1.36878 -0.07498
H7 0.62962 -0.12676 4.67185
H8 0.40964 3.37650 2.42526
H9 1.22292 3.72859 -0.55598
H10 3.68725 0.28866 0.99065
H11 0.06081 0.65373 -3.13750
H12 -2.67465 -3.03638 -2.88448
H13 -2.29656 -1.28519 -0.16736
H14 1.70275 0.20190 2.67470
H15 0.63117 -2.02016 -2.12263
H16 0.66297 -1.44441 -3.75852
H17 -0.52313 -4.14557 -1.63097
H18 -2.14609 -3.98376 -0.79474
H19 -0.30071 -1.08868 1.85354
H20 -1.38814 0.29004 1.20486
H21 0.26716 2.18100 1.00001
H22 1.20411 -0.66186 0.09330

***

b:
Density functional theory data (the ωB97M-V functional and the def2-TZVPD basis) for the molecule C20H22N4O3.

* SMILES string: C=CCN(CC=C)c1nc2ccccc2nc1[C@@H](C#N)C(=O)OCCOC
* charge: 0
* E_HOMO: -8.61 eV
* HOMO-LUMO gap: 8.34 eV

Cartesian coordinates (Å):
C1 -1.59993 -1.72552 -2.51819
C2 -0.48790 -1.39840 -1.88789
C3 0.06161 -2.15459 -0.71848
N1 0.21708 -1.27275 0.43840
C4 1.22976 -0.34435 0.34850
N2 2.13944 -0.48997 -0.58960
C5 3.15203 0.39726 -0.66200
C6 4.15006 0.25434 -1.64282
C7 5.21031 1.12052 -1.65812
C8 5.31133 2.15747 -0.71733
C9 4.34295 2.33557 0.23455
C10 3.24305 1.46343 0.27026
N3 2.22547 1.67927 1.13430
C11 1.23982 0.83531 1.16879
C12 0.03316 1.23420 1.99916
C13 0.00836 2.67164 2.17238
N4 -0.05526 3.80306 2.30892
C14 -1.27001 0.84984 1.28772
O1 -2.14837 0.20310 1.78996
O2 -1.29645 1.37799 0.07023
C15 -2.47579 1.16899 -0.69866
C16 -3.58452 2.14735 -0.27293
O3 -4.66605 2.16645 -1.16375
C17 -5.49591 1.02881 -1.10664
H1 -6.37314 1.26453 -1.70601
H2 -5.00464 0.14254 -1.52184
H3 -5.80384 0.81658 -0.07672
H4 -3.91849 1.89526 0.74426
H5 -3.17704 3.16227 -0.27389
H6 -2.80107 0.13140 -0.57555
H7 -2.19182 1.35273 -1.73578
H8 0.04515 0.77568 2.99520
H9 4.39141 3.13018 0.96225
H10 6.16228 2.82118 -0.75428
H11 5.98640 1.00760 -2.40096
H12 4.06442 -0.55547 -2.35070
C18 -0.01753 -1.94007 1.71183
C19 0.86579 -3.14440 1.87851
C20 0.42356 -4.35762 2.14647
H13 1.08963 -5.19439 2.26764
H14 -0.62763 -4.56063 2.27218
H15 1.92386 -2.95219 1.75254
H16 -1.07355 -2.21963 1.76892
H17 0.19334 -1.24709 2.52721
H18 1.03222 -2.58774 -0.99480
H19 -0.62012 -2.95826 -0.43721
H20 0.09848 -0.54528 -2.19772
H21 -1.96042 -1.16918 -3.36669
H22 -2.19151 -2.57702 -2.22169

***

a is favored, and the nearest alternative lies 0.0328 hartree above it.

***

a:
Density functional theory data (the ωB97M-V functional and the def2-TZVPD basis) for a cluster of 2 separate species, C4H11NO2S in total.

* SMILES string: O=CNCCCS.O
* charge: 0
* E_HOMO: -9.22 eV
* HOMO-LUMO gap: 9.78 eV

Cartesian coordinates (Å):
C1 0.04733 1.81274 -0.49604
N1 1.22501 1.78120 0.39665
C2 1.19481 2.26404 1.67596
O1 2.11682 2.13230 2.43386
C3 -0.70406 0.44135 -0.42665
C4 -1.03796 -0.15400 -1.79108
S1 -0.80358 -1.98247 -1.77252
H1 -0.52185 2.67254 -0.16839
H2 0.46704 1.93318 -1.49365
H3 1.93212 1.09077 0.22867
H4 0.25956 2.79715 1.89630
H5 -0.08415 -0.21964 0.16655
H6 -1.60055 0.58507 0.18374
H7 -1.94736 0.16095 -2.30434
H8 -0.30372 0.14209 -2.54906
H9 -1.42828 -2.34042 -0.64330
H10 -0.91594 -3.60466 2.15536
H11 0.00968 -3.07705 0.99417
O2 -0.72858 -2.83786 1.60592

***

b:
Density functional theory data (the ωB97M-V functional and the def2-TZVPD basis) for a cluster of 2 separate species, C4H11NO2S in total.

* SMILES string: N[C@@H](C=O)CCS.O
* charge: 0
* E_HOMO: -8.88 eV
* HOMO-LUMO gap: 9.50 eV

Cartesian coordinates (Å):
O1 0.43908 -1.44750 -1.59373
C1 1.11087 -1.44429 -0.62472
C2 0.54423 -0.94306 0.73587
C3 -0.53097 0.02275 0.29287
C4 -0.70194 1.21187 1.29624
S1 -2.13851 2.26706 0.51938
N1 0.00882 -1.92861 1.66927
H1 2.05054 -2.02084 -0.57998
H2 1.27309 -0.27662 1.27687
H3 -0.39388 0.40582 -0.77087
H4 -1.59788 -0.17054 0.09740
H5 0.09592 1.87211 1.42146
H6 -1.10184 0.83363 2.25970
H7 -1.32365 3.21656 -0.15473
H8 -0.97417 -2.14936 1.34965
H9 0.44387 -2.87342 1.68300
H10 0.11976 1.37048 -3.01091
H11 1.72680 1.04768 -3.22352
O2 0.94985 1.00628 -2.64325

***

c:
Density functional theory data (the ωB97M-V functional and the def2-TZVPD basis) for the molecule C4H11NO2S.

* charge: 0
* E_HOMO: -8.83 eV
* HOMO-LUMO gap: 9.44 eV

Cartesian coordinates (Å):
C1 -1.27578 0.65983 1.17413
C2 -1.14661 -1.70439 -0.02442
C3 -0.99178 -0.14832 -0.14765
C4 0.36954 0.04954 -0.83173
N1 0.54219 1.40962 -1.23576
O1 2.20971 0.85578 1.18891
O2 3.00252 -0.57840 -0.70449
S1 1.89477 -0.49883 0.27276
H1 -0.92659 1.69359 0.99684
H2 -2.41977 0.56738 1.28069
H3 -0.78143 0.27616 2.03359
H4 -0.34935 -2.06353 0.65377
H5 -0.93290 -2.19705 -0.92161
H6 -2.21844 -1.90136 0.32223
H7 -1.64065 0.24448 -0.82372
H8 0.51791 -0.82714 -1.61793
H9 2.87493 0.72306 1.88884
H10 1.40186 1.56472 -1.58430
H11 -0.13013 1.87487 -1.92015

***

d:
Density functional theory data (the ωB97M-V functional and the def2-TZVPD basis) for a cluster of 2 separate species, C4H11NO2S in total.

* SMILES string: NC(=O)CCCS.O
* charge: 0
* E_HOMO: -8.91 eV
* HOMO-LUMO gap: 9.61 eV

Cartesian coordinates (Å):
C1 1.17723 0.34223 -1.72758
C2 1.65052 0.30495 -0.24013
C3 0.67515 0.95366 0.70189
S1 -0.23790 -0.20457 1.78684
C4 -0.05616 -0.49107 -1.91163
N1 0.13058 -1.72128 -2.49492
O1 -1.15307 -0.16976 -1.49757
H1 1.97411 -0.02639 -2.37308
H2 0.95369 1.38576 -1.92188
H3 1.95578 -0.71069 0.00336
H4 2.59393 0.86546 -0.26564
H5 1.13990 1.61473 1.43079
H6 -0.07816 1.50540 0.20901
H7 -1.18641 -0.54427 0.90732
H8 -0.74695 -2.13100 -2.78363
H9 0.87214 -1.88199 -3.16137
H10 -3.39698 -0.20084 3.86807
H11 -2.98269 1.00838 4.69087
O2 -3.28470 0.10129 4.77929

***

d is favored, and the nearest alternative lies 0.0254 hartree above it.

***

a:
Density functional theory data (the ωB97M-V functional and the def2-TZVPD basis) for a cluster of 2 separate species, C4H11NO2S in total.

* SMILES string: N[C@@H](C=O)CCS.O
* charge: 0
* E_HOMO: -9.19 eV
* HOMO-LUMO gap: 10.01 eV

Cartesian coordinates (Å):
O1 -2.38701 -1.85847 -1.68609
C1 -1.98986 -1.50641 -0.64388
C2 -0.78945 -0.37082 -0.34866
C3 -1.19860 1.04264 -0.71310
C4 0.10568 1.88620 -0.92750
S1 0.97947 1.73718 -2.53907
N1 -0.52710 -0.50105 1.21543
H1 -2.14055 -2.05792 0.28904
H2 0.12394 -0.63999 -0.91294
H3 -1.87053 1.05867 -1.59256
H4 -1.58493 1.67475 0.10053
H5 0.65944 1.99279 0.08064
H6 -0.39772 2.89345 -1.06532
H7 0.58288 0.54097 -3.01623
H8 -0.27580 -1.39861 1.53443
H9 0.11866 0.39325 1.51499
H10 4.28555 -1.66900 6.26128
H11 3.49774 -2.93704 6.34857
O2 3.41862 -1.94760 6.48278

***

b:
Density functional theory data (the ωB97M-V functional and the def2-TZVPD basis) for a cluster of 2 separate species, C4H11NO2S in total.

* SMILES string: O=CNCCCS.O
* charge: 0
* E_HOMO: -9.32 eV
* HOMO-LUMO gap: 9.92 eV

Cartesian coordinates (Å):
C1 -1.05902 -0.28814 1.55848
N1 -1.57447 0.51627 0.47213
C2 -1.40726 1.87825 0.35756
O1 -1.65732 2.50202 -0.64883
C3 0.42303 -0.71525 1.60090
C4 0.94534 -1.86808 0.71935
S1 0.43037 -1.62854 -1.01360
H1 -1.46218 0.16417 2.48330
H2 -1.74058 -1.16612 1.57847
H3 -1.59858 0.06658 -0.43201
H4 -1.20423 2.37512 1.30769
H5 1.03654 0.18805 1.51025
H6 0.52525 -1.05501 2.65246
H7 2.02120 -1.86995 0.89501
H8 0.49057 -2.75301 1.16490
H9 0.64627 -0.27603 -1.08132
H10 2.41594 0.84601 -2.48672
H11 2.14606 1.86608 -1.33707
O2 2.74236 1.15891 -1.61862

***

b is favored, and the nearest alternative lies 0.0789 hartree above it.